Version A
Formula: C4H11N2
Source: the Open Molecules 2025 dataset
Level of theory: ωB97M-V/def2-TZVPD

The value obtained for the molecular weight is 87.15 g mol⁻¹. The net charge is +1. Its LUMO energy is -2.74 eV. Its frontier orbital gap is 11.993 eV.

Last column: Mulliken charge in e.
Positions of all 17 atoms, in Å:
N (-0.47, 2.14, 0.30)  -0.4885
N (0.42, -0.34, -0.60)  -0.0288
C (0.00, -1.20, 0.50)  -0.0487
C (-0.79, -2.24, 0.33)  -0.7233
C (1.89, -0.36, -0.82)  -0.9386
C (-1.67, 2.13, 0.70)  -0.2411
H (-2.20, 3.03, 1.01)  0.2670
H (2.37, 0.15, 0.01)  0.3664
H (-0.09, 3.08, 0.31)  0.1948
H (2.25, -1.39, -0.86)  0.3719
H (-2.21, 1.18, 0.73)  0.2083
H (0.52, -0.98, 1.43)  0.4013
H (0.12, 0.66, -0.38)  0.3904
H (2.15, 0.14, -1.74)  0.3653
H (-0.94, -2.92, 1.15)  0.2832
H (-1.27, -2.44, -0.62)  0.2201
H (-0.07, -0.62, -1.45)  0.4004


Version B
Formula: C4H11N2
Source: the Open Molecules 2025 dataset
Level of theory: ωB97M-V/def2-TZVPD

The value obtained for the molecular weight is 87.15 g mol⁻¹. The net charge is +1. Its LUMO energy is -4.23 eV. Its frontier orbital gap is 9.483 eV.

Last column: Mulliken charge in e.
Positions of all 17 atoms, in Å:
N (1.33, -0.63, 0.02)  -0.1572
N (-2.38, 0.79, -0.42)  -0.3769
C (1.23, 0.63, -0.25)  0.2969
C (2.43, -1.53, -0.45)  -0.8356
C (0.11, 1.26, 0.43)  -1.0203
C (-3.05, 0.00, 0.30)  -0.2377
H (-0.11, 0.65, 1.34)  0.2961
H (-4.06, -0.22, 0.19)  0.2944
H (2.65, -1.13, -1.44)  0.3449
H (1.94, 1.25, -0.81)  0.4020
H (-0.81, 0.95, 0.05)  0.3208
H (3.25, -1.63, 0.37)  0.2860
H (2.02, -2.46, -0.63)  0.3623
H (-2.91, 1.13, -1.23)  0.2037
H (0.15, 2.37, 0.68)  0.3320
H (0.70, -1.11, 0.72)  0.3152
H (-2.49, -0.33, 1.14)  0.1735


Version C
Formula: C4H11N2
Source: the Open Molecules 2025 dataset
Level of theory: ωB97M-V/def2-TZVPD

Its SMILES is N/C=C/CC[NH3+]. The value obtained for the molecular weight is 87.15 g mol⁻¹. The net charge is +1. Its LUMO energy is -3.41 eV. Its frontier orbital gap is 8.418 eV.

Last column: Mulliken charge in e.
Positions of all 17 atoms, in Å:
N (0.49, -1.87, -0.21)  -0.3344
N (1.36, 2.31, 0.77)  -0.4190
C (-0.70, -1.27, -0.94)  -0.5385
C (-0.30, 0.61, 0.68)  -0.7494
C (0.35, 1.68, 0.13)  0.1414
C (-1.33, -0.17, -0.08)  -0.7051
H (1.49, 2.16, 1.76)  0.1934
H (-1.84, 0.56, -0.71)  0.3675
H (-0.27, -0.79, -1.81)  0.3348
H (0.35, -2.37, 0.67)  0.3238
H (-2.08, -0.60, 0.56)  0.3648
H (0.90, -2.53, -0.88)  0.3793
H (-1.34, -2.14, -1.11)  0.3700
H (1.18, -1.13, -0.04)  0.3556
H (-0.30, 0.49, 1.75)  0.3581
H (0.11, 2.03, -0.87)  0.3470
H (1.93, 3.02, 0.34)  0.2105


The structure with the greatest stability is version C.


Version A
Formula: C4H11N2
Source: the Open Molecules 2025 dataset
Level of theory: ωB97M-V/def2-TZVPD

Its SMILES is C[C@@]1([NH3+])C[C@@H]1N. The value obtained for the molecular weight is 87.15 g mol⁻¹. The net charge is +1. Its LUMO energy is -3.02 eV. Its frontier orbital gap is 11.392 eV.

Last column: Mulliken charge in e.
Positions of all 17 atoms, in Å:
N (-0.93, 1.73, 0.08)  -0.6566
N (-1.03, -0.46, -0.96)  -0.4268
C (0.25, 1.06, 0.65)  -0.2942
C (-0.13, -0.22, 1.47)  -0.8719
C (0.31, -0.34, 0.04)  0.8321
C (1.45, -1.18, -0.45)  -1.2196
H (0.58, -0.55, 2.15)  0.3026
H (2.20, -0.58, -0.99)  0.3198
H (-1.21, -0.40, 1.78)  0.2409
H (-0.59, -0.57, -1.89)  0.3376
H (-0.88, 2.67, -0.42)  0.2603
H (1.08, 1.57, 0.90)  0.4129
H (-1.80, 1.87, 0.67)  0.3087
H (-1.46, -1.34, -0.78)  0.3254
H (-1.43, 0.53, -0.77)  0.4521
H (2.12, -1.45, 0.42)  0.3173
H (0.96, -1.97, -1.10)  0.3594


Version B
Formula: C4H11N2
Source: the Open Molecules 2025 dataset
Level of theory: ωB97M-V/def2-TZVPD

The value obtained for the molecular weight is 87.15 g mol⁻¹. The net charge is +1. Its LUMO energy (alpha / beta) is -6.49 / -6.49 eV. Its frontier orbital gap (alpha / beta) is 3.998 / 3.998 eV.

Last column: Mulliken charge in e.
Positions of all 17 atoms, in Å:
N (-2.69, -0.69, 0.93)  -0.1006
N (-1.26, -3.27, 0.74)  -0.8795
C (0.88, 2.36, -0.64)  -0.5732
C (3.44, 1.65, -0.77)  -0.7639
C (-2.18, 0.15, 0.12)  -0.5636
C (2.10, 2.03, -0.67)  0.6004
H (3.79, 2.00, -1.77)  0.3245
H (-0.31, -3.75, 0.80)  0.2572
H (-1.78, -3.93, 1.39)  0.2563
H (4.05, 2.25, -0.18)  0.3532
H (-0.03, 2.10, -1.14)  0.3784
H (3.58, 0.53, -0.66)  0.3197
H (-1.63, -3.47, -0.18)  0.2365
H (-3.68, -0.73, 1.44)  0.2667
H (-2.64, 1.04, -0.06)  0.1775
H (0.65, 3.31, -0.27)  0.3055
H (-2.27, -1.61, 0.93)  0.4049


Version C
Formula: C4H11N2
Source: the Open Molecules 2025 dataset
Level of theory: ωB97M-V/def2-TZVPD

The value obtained for the molecular weight is 87.15 g mol⁻¹. The net charge is +1. Its LUMO energy is -4.20 eV. Its frontier orbital gap is 9.241 eV.

Last column: Mulliken charge in e.
Positions of all 17 atoms, in Å:
N (-1.77, 1.09, -0.36)  -0.2333
N (-0.19, -0.93, -0.92)  -0.5404
C (0.73, -2.16, 0.95)  -1.0187
C (-1.38, 2.30, -0.37)  -0.1630
C (0.72, -1.07, 0.20)  0.8418
C (1.56, 0.18, 0.45)  -1.2086
H (-1.07, 0.06, -0.58)  0.4282
H (0.17, -3.05, 0.68)  0.2514
H (1.32, -2.20, 1.85)  0.2714
H (-2.69, 1.03, 0.08)  0.2424
H (0.29, -0.53, -1.73)  0.3430
H (-2.00, 3.08, 0.05)  0.2714
H (-0.36, 2.56, -0.63)  0.2750
H (2.44, -0.06, 1.03)  0.3827
H (1.86, 0.64, -0.50)  0.3420
H (0.93, 0.87, 1.00)  0.2475
H (-0.58, -1.83, -1.19)  0.2671


Version D
Formula: C4H11N2
Source: the Open Molecules 2025 dataset
Level of theory: ωB97M-V/def2-TZVPD

The value obtained for the molecular weight is 87.15 g mol⁻¹. The net charge is +1. Its LUMO energy is -4.23 eV. Its frontier orbital gap is 9.325 eV.

Last column: Mulliken charge in e.
Positions of all 17 atoms, in Å:
N (-1.24, -0.53, -0.40)  -0.4774
N (1.64, 0.54, 0.53)  0.0349
C (0.89, 0.60, -0.48)  0.2075
C (-1.04, -1.92, -0.13)  -0.7920
C (0.14, 1.89, -0.76)  -1.1078
C (2.25, 0.38, 1.59)  -0.2018
H (0.85, 2.50, -1.46)  0.3139
H (1.31, -0.13, -1.24)  0.3817
H (1.67, 0.00, 2.48)  0.2717
H (-1.60, -2.10, 0.81)  0.3148
H (-0.78, 1.67, -1.21)  0.3446
H (-0.03, 2.36, 0.15)  0.3996
H (-1.43, -2.63, -0.88)  0.3255
H (-1.81, 0.10, 0.12)  0.2716
H (-1.58, -0.45, -1.31)  0.2613
H (0.09, -2.19, 0.21)  0.1803
H (3.34, 0.66, 1.76)  0.2714


The structure with the greatest stability is version C.


Version A
Formula: C4H11N2
Source: the Open Molecules 2025 dataset
Level of theory: ωB97M-V/def2-TZVPD

The value obtained for the molecular weight is 87.15 g mol⁻¹. The net charge is +1. Its LUMO energy is -4.63 eV. Its frontier orbital gap is 7.805 eV.

Last column: Mulliken charge in e.
Positions of all 17 atoms, in Å:
N (-1.83, 1.27, 0.34)  -0.2223
N (1.87, 1.55, -0.18)  -0.4188
C (1.32, 0.34, 0.21)  0.0325
C (-1.71, -0.02, 0.19)  -0.3749
C (0.54, -0.52, -0.53)  -0.4708
C (0.46, -1.99, -0.19)  -1.1153
H (-1.93, -0.49, -0.78)  0.4037
H (-1.83, 1.73, 1.28)  0.2839
H (-1.58, -0.67, 1.07)  0.3377
H (-1.90, 1.90, -0.46)  0.2717
H (2.15, 2.15, 0.57)  0.2636
H (1.23, -2.54, -0.73)  0.3179
H (0.59, -2.15, 0.89)  0.3623
H (-0.52, -2.45, -0.48)  0.3276
H (1.55, 0.03, 1.24)  0.3220
H (1.41, 2.07, -0.93)  0.2431
H (0.18, -0.20, -1.53)  0.4359


Version B
Formula: C4H11N2
Source: the Open Molecules 2025 dataset
Level of theory: ωB97M-V/def2-TZVPD

Its SMILES is CC/C([NH3+])=C/N. The value obtained for the molecular weight is 87.15 g mol⁻¹. The net charge is +1. Its LUMO energy is -3.77 eV. Its frontier orbital gap is 9.034 eV.

Last column: Mulliken charge in e.
Positions of all 17 atoms, in Å:
N (-2.21, -0.87, 0.62)  -0.4133
N (-0.36, 1.53, 0.25)  -0.2819
C (1.21, -0.01, -1.00)  -0.6267
C (-0.95, -0.87, 0.15)  -0.0939
C (-0.24, 0.18, -0.30)  0.0917
C (2.35, -0.26, -0.01)  -0.9347
H (2.30, 0.46, 0.89)  0.2497
H (1.44, 0.95, -1.49)  0.3453
H (2.26, -1.32, 0.42)  0.2696
H (3.36, 0.03, -0.36)  0.3388
H (-0.78, 1.59, 1.17)  0.3340
H (-0.91, 2.10, -0.54)  0.4062
H (1.33, -1.00, -1.68)  0.2954
H (-2.54, -1.65, 1.13)  0.2364
H (-2.74, -0.03, 0.83)  0.1900
H (-0.43, -1.89, 0.13)  0.2739
H (0.50, 1.93, 0.37)  0.3195


The structure with the greatest stability is version A.


Version A
Formula: C4H11N2
Source: the Open Molecules 2025 dataset
Level of theory: ωB97M-V/def2-TZVPD

The value obtained for the molecular weight is 87.15 g mol⁻¹. The net charge is +1. Its LUMO energy is -3.53 eV. Its frontier orbital gap is 10.565 eV.

Last column: Mulliken charge in e.
Positions of all 17 atoms, in Å:
N (-0.83, -1.46, 0.04)  -0.2527
N (0.76, 0.04, -0.29)  -0.1077
C (-0.98, -0.07, 0.42)  0.3321
C (1.98, 0.68, 0.26)  -0.9468
C (0.53, -1.48, -0.28)  -0.5079
C (-2.18, 0.72, 0.07)  -1.2642
H (-2.47, 0.88, -0.90)  0.4134
H (0.90, -1.95, -1.21)  0.3336
H (0.64, 0.34, -1.21)  0.3460
H (-1.51, -1.89, -0.57)  0.2794
H (1.78, 1.02, 1.23)  0.3280
H (2.37, 1.47, -0.27)  0.3736
H (2.73, -0.04, 0.40)  0.3901
H (1.10, -1.97, 0.58)  0.3225
H (-2.94, 0.17, 0.69)  0.3477
H (-2.02, 1.75, 0.46)  0.3504
H (-0.69, 0.07, 1.50)  0.2628


Version B
Formula: C4H11N2
Source: the Open Molecules 2025 dataset
Level of theory: ωB97M-V/def2-TZVPD

Its SMILES is C=C([NH3+])CCN. The value obtained for the molecular weight is 87.15 g mol⁻¹. The net charge is +1. Its LUMO energy is -3.59 eV. Its frontier orbital gap is 9.068 eV.

Last column: Mulliken charge in e.
Positions of all 17 atoms, in Å:
N (-2.24, -0.80, 0.67)  -0.1631
N (2.20, 0.53, -0.39)  -0.5725
C (0.95, 0.58, -1.26)  -0.6209
C (0.30, -0.88, 1.25)  -0.7068
C (-0.73, -0.52, 0.45)  0.1864
C (-0.44, 0.48, -0.52)  -0.5516
H (-2.12, -1.38, 1.47)  0.3605
H (0.51, -1.17, 2.34)  0.2641
H (0.87, 1.59, -1.72)  0.3012
H (-1.16, 0.41, -1.37)  0.3131
H (2.19, 1.26, 0.33)  0.2161
H (3.07, 0.52, -0.88)  0.2029
H (-2.78, 0.06, 0.79)  0.3593
H (1.46, -0.79, 0.96)  0.3670
H (-2.59, -1.17, -0.14)  0.3306
H (1.14, -0.19, -2.00)  0.3885
H (-0.61, 1.45, 0.02)  0.3251


Version C
Formula: C4H11N2
Source: the Open Molecules 2025 dataset
Level of theory: ωB97M-V/def2-TZVPD

Its SMILES is CC/C([NH3+])=C/N. The value obtained for the molecular weight is 87.15 g mol⁻¹. The net charge is +1. Its LUMO energy is -3.77 eV. Its frontier orbital gap is 8.954 eV.

Last column: Mulliken charge in e.
Positions of all 17 atoms, in Å:
N (-2.13, 0.96, -1.29)  -0.4518
N (-0.79, -0.01, 1.18)  -0.2026
C (-0.78, 0.73, -1.16)  -0.0583
C (1.40, 0.25, 0.08)  -0.4110
C (1.61, -1.37, 0.34)  -1.2242
C (-0.15, 0.34, -0.05)  -0.1721
H (2.25, -1.78, -0.53)  0.2865
H (-1.81, -0.19, 1.08)  0.3207
H (-0.11, 1.10, -2.00)  0.2931
H (-0.57, 0.85, 1.82)  0.4147
H (0.72, -1.83, 0.29)  0.4687
H (1.86, 0.79, -0.84)  0.3450
H (-2.72, 0.36, -0.71)  0.1388
H (2.19, -1.65, 1.23)  0.3369
H (-0.46, -0.87, 1.69)  0.3967
H (-2.55, 1.57, -2.06)  0.2499
H (2.03, 0.75, 0.92)  0.2690


The structure with the greatest stability is version C.


Version A
Formula: C4H11N2
Source: the Open Molecules 2025 dataset
Level of theory: ωB97M-V/def2-TZVPD

The value obtained for the molecular weight is 87.15 g mol⁻¹. The net charge is +1. Its LUMO energy is -7.21 eV. Its frontier orbital gap is 5.303 eV.

Last column: Mulliken charge in e.
Positions of all 17 atoms, in Å:
N (0.56, 0.85, -2.38)  -0.5451
N (-0.28, -4.14, 0.01)  -0.6453
C (-0.43, 0.77, -1.30)  -0.0608
C (-0.46, 1.04, 1.20)  0.2774
C (0.39, 1.65, 2.46)  -0.9257
C (0.09, 1.06, -0.06)  -0.2695
H (1.18, 1.29, -0.06)  0.2699
H (-1.51, 0.79, 1.29)  0.3663
H (0.17, 1.31, -3.23)  0.3078
H (-1.34, 0.18, -1.47)  0.3623
H (0.30, -4.97, -0.05)  0.2231
H (0.83, 0.90, 3.17)  0.3154
H (-0.16, -3.59, 0.85)  0.2018
H (0.08, 2.49, 3.08)  0.3327
H (0.91, -0.08, -2.61)  0.2799
H (-1.29, -4.33, -0.09)  0.2255
H (1.26, 2.00, 1.86)  0.2843


Version B
Formula: C4H11N2
Source: the Open Molecules 2025 dataset
Level of theory: ωB97M-V/def2-TZVPD

Its SMILES is CNC=[N+](C)C. The value obtained for the molecular weight is 87.15 g mol⁻¹. The net charge is +1. Its LUMO energy is -4.04 eV. Its frontier orbital gap is 10.242 eV.

Last column: Mulliken charge in e.
Positions of all 17 atoms, in Å:
N (-1.66, 0.36, 0.08)  -0.1555
N (1.10, 0.13, 0.07)  0.0355
C (1.96, -1.15, 0.22)  -0.8239
C (-2.92, -0.37, 0.07)  -0.7687
C (-0.28, -0.04, 0.29)  0.1888
C (1.74, 1.36, -0.41)  -0.8284
H (-3.51, 0.23, -0.74)  0.2990
H (-1.57, 1.30, -0.28)  0.2439
H (-2.80, -1.34, -0.23)  0.3577
H (2.62, -1.32, -0.57)  0.3949
H (1.04, 2.13, -0.63)  0.3231
H (2.38, -1.29, 1.28)  0.2854
H (-3.50, -0.24, 1.03)  0.2901
H (2.46, 1.21, -1.23)  0.3036
H (2.27, 1.90, 0.41)  0.3375
H (1.15, -1.80, 0.04)  0.3022
H (-0.48, -1.09, 0.62)  0.2148


The structure with the greatest stability is version B.